A structure of composition C37H60AsN7S2SeSi3Y in a non-equilibrium geometry, computed with ωB97M-V/def2-TZVPD.

- F_max (eV Å⁻¹) = 1.44
- E_HOMO (eV) = -8.94
- E_tot (eV) = -222308.552
- gap between HOMO and LUMO (eV) = 6.2382
- ΔE to the lowest compared entry with this formula, charge and spin (kJ/mol) = 56.11
- lowest unoccupied orbital energy (Eh) = -0.099
- charge = +1

XYZ file:
```
112
Properties=species:S:1:pos:R:3:forces:R:3
Y 0.40844 -0.09207 -0.37875 1.1 0.9 0.1
C 1.73549 -0.02520 5.66268 0.0 0.0 0.0
C 0.82555 -1.20371 5.32847 0.0 0.2 -0.2
N -0.12273 -0.90542 4.25644 0.1 0.0 0.0
C 0.21459 -0.86094 2.94817 0.1 0.1 0.1
S -1.08374 -0.36863 1.88274 0.2 -0.4 -0.3
N 1.44553 -1.20157 2.65985 -0.1 0.0 0.1
N 1.79269 -1.24289 1.34210 -0.7 0.1 0.2
C 3.01301 -1.56849 1.11465 0.2 -0.1 -0.2
C 4.02564 -1.81376 2.18532 0.0 0.0 0.0
C 3.40261 -1.73028 -0.30142 0.0 0.0 0.1
C 4.67783 -2.16465 -0.63689 0.2 0.0 0.0
C 5.00972 -2.34664 -1.96788 0.1 0.0 0.0
C 4.05416 -2.09356 -2.93640 0.0 -0.1 0.0
C 2.81328 -1.65293 -2.52157 -0.1 0.0 0.0
N 2.48247 -1.46682 -1.24204 -0.4 0.1 0.0
H 2.50783 -0.33078 6.37235 -0.1 0.0 0.0
H 1.16677 0.79499 6.10499 0.0 0.0 0.0
H 2.22063 0.34000 4.75682 0.0 0.0 0.0
H 0.24109 -1.49564 6.19970 0.0 0.0 0.0
H 1.41881 -2.05912 5.01522 0.0 -0.1 0.0
H -1.00287 -0.48479 4.49643 -0.1 0.0 0.0
H 3.57419 -1.65947 3.15684 0.0 0.0 0.0
H 4.86579 -1.12424 2.06950 0.0 0.0 0.0
H 4.41425 -2.83321 2.12904 0.0 0.0 0.0
H 5.40310 -2.36282 0.13877 0.0 0.0 0.0
H 6.00235 -2.68178 -2.24380 0.0 0.0 0.0
H 4.26125 -2.22915 -3.98922 0.0 0.0 0.0
H 2.04690 -1.43866 -3.25470 0.0 0.0 0.0
C 4.14231 3.14259 -1.74970 -0.1 0.1 0.0
N 2.76020 3.58976 -1.86253 0.3 0.1 0.1
C 2.29294 4.83037 -1.45490 0.2 -0.1 0.0
C 0.95927 4.81256 -1.56481 -0.2 -0.2 0.0
N 0.61756 3.53997 -2.02459 -0.3 0.0 0.1
C 1.73298 2.78400 -2.17016 0.0 0.2 -0.1
S 1.83353 1.18804 -2.73430 0.0 -0.1 0.2
C -0.71148 3.10363 -2.23105 0.2 0.0 0.0
C -1.58934 3.98117 -2.83957 -0.1 0.2 -0.1
C -2.91891 3.62019 -2.95348 0.0 0.1 -0.1
C -3.31331 2.38754 -2.46964 0.0 -0.1 0.0
C -2.34694 1.56409 -1.92390 0.1 0.1 0.0
N -1.05651 1.89522 -1.79896 -0.2 -0.3 0.5
H 4.79716 4.00551 -1.83735 0.0 0.0 0.0
H 4.35694 2.43440 -2.54283 0.0 0.0 -0.1
H 4.28285 2.66093 -0.78272 0.0 0.0 0.1
H 2.95257 5.60857 -1.10938 0.0 -0.1 0.0
H 0.22256 5.55768 -1.31710 0.0 -0.1 0.0
H -1.22740 4.92674 -3.22027 0.0 0.0 0.0
H -3.62919 4.29179 -3.41855 0.0 0.0 0.0
H -4.34403 2.05997 -2.50922 0.1 0.0 0.0
H -2.61587 0.59124 -1.54674 0.0 -0.1 0.0
C -4.82856 -0.78740 -0.72992 0.0 0.1 0.2
Si -3.91439 -1.84303 -1.97236 -0.1 0.2 0.0
C -4.80598 -3.46368 -2.11606 0.0 -0.3 0.1
C -3.88490 -1.03171 -3.65867 0.1 0.1 -0.2
As -1.67001 -2.05930 -1.23989 -0.3 -0.7 -0.3
Si -0.78471 -3.21947 -3.11705 0.1 0.1 0.0
C 0.65596 -4.21108 -2.45452 0.1 -0.1 0.0
C -1.91159 -4.36080 -4.06558 -0.3 -0.1 0.0
C -0.29529 -1.86078 -4.31164 0.1 0.1 -0.1
Si -1.93008 -3.79324 0.39082 0.1 -0.1 0.0
C -0.26828 -4.06297 1.19931 0.2 0.1 0.0
C -2.42293 -5.40505 -0.42799 -0.1 -0.1 -0.1
C -3.26733 -3.27306 1.57382 -0.2 0.1 0.0
H -5.68979 -0.30378 -1.20374 0.0 -0.1 0.0
H -4.20629 -0.01193 -0.27606 -0.1 0.0 0.0
H -5.20458 -1.41445 0.08401 0.0 0.1 0.0
H -5.80113 -3.26354 -2.52927 0.1 0.0 0.0
H -4.93585 -3.94174 -1.14177 0.0 0.0 -0.1
H -4.29614 -4.16624 -2.77868 -0.1 0.1 0.1
H -4.81164 -0.46940 -3.82078 0.1 -0.1 0.0
H -3.81999 -1.79136 -4.44377 0.0 0.1 0.0
H -3.04505 -0.34669 -3.79003 -0.1 0.0 0.0
H 0.29397 -5.16813 -2.06347 0.0 0.1 0.0
H 1.16260 -3.69161 -1.63993 0.0 -0.1 0.0
H 1.39312 -4.42554 -3.23644 -0.1 0.0 0.1
H -2.35454 -5.15062 -3.45614 0.1 0.0 -0.1
H -1.31680 -4.84192 -4.85048 0.0 0.1 0.0
H -2.72310 -3.81021 -4.54982 0.1 -0.1 0.0
H 0.06188 -0.95748 -3.80901 0.0 0.0 -0.1
H -1.16597 -1.56969 -4.90646 0.0 0.0 0.0
H 0.48166 -2.19452 -5.00925 -0.1 0.0 0.0
H 0.20323 -4.96215 0.79218 0.0 0.0 0.0
H -0.37783 -4.19293 2.28031 0.0 0.0 -0.1
H 0.41159 -3.22722 1.04159 0.0 0.0 0.1
H -2.05468 -5.47738 -1.45203 0.0 -0.1 0.1
H -3.50744 -5.53634 -0.45315 0.1 0.0 0.0
H -1.99484 -6.23809 0.13882 0.0 0.1 0.0
H -3.24868 -2.19822 1.75008 0.0 0.0 0.1
H -3.13294 -3.77272 2.53820 0.0 0.0 -0.1
H -4.25240 -3.54961 1.18329 0.1 0.0 0.1
C -0.10548 6.52538 4.87615 0.0 -0.1 0.0
C 0.28730 5.40184 3.94909 -0.1 0.0 0.0
C -0.64656 4.74647 3.16358 0.0 0.0 0.0
C -0.29736 3.72178 2.27844 0.0 0.1 0.1
C -1.39492 3.11638 1.45094 0.1 0.1 -0.1
C 1.04356 3.33950 2.18141 0.2 -0.1 0.1
Se 1.72324 2.02048 0.94397 -0.2 0.0 -0.2
C 2.00741 3.96706 2.99593 0.0 0.0 0.0
C 3.46804 3.58877 2.96128 -0.1 0.0 0.0
C 1.60989 4.98774 3.85175 0.1 0.0 0.0
H -1.18578 6.67104 4.88491 0.0 0.0 0.0
H 0.35922 7.46464 4.56787 0.0 0.0 0.0
H 0.21912 6.32320 5.89929 0.0 0.0 0.0
H -1.69290 5.03626 3.23135 0.1 0.0 0.0
H -2.36205 3.26747 1.93182 0.0 0.0 0.0
H -1.24650 2.04975 1.31163 0.0 0.1 0.0
H -1.43637 3.59030 0.46692 0.0 0.0 -0.1
H 3.59527 2.50716 2.94144 0.0 0.0 0.0
H 3.98799 3.99261 3.83050 0.0 0.0 0.0
H 3.95033 3.97966 2.05984 0.0 0.0 0.0
H 2.36376 5.47382 4.46783 -0.1 -0.1 0.0
```
Forces are in eV/Å.

Here are the Mulliken charges for atoms 1 to 2, given in e: -0.667 -0.910